1.
# C3H7NO2

C3H7NO2 in the gas phase (the ωB97M-V functional and the def2-TZVPD basis, the OMol25 dataset).

The net charge is 0. For the gap between HOMO and LUMO, the calculation gives 10.55 eV. For the energy above the lowest of the compared OMol25 structures with the same formula, charge and spin, the calculation gives 0.572 eV. The spin multiplicity is 1. The SMILES is CCNC(=O)O. As for the LUMO energy: 0.6 eV.

Geometry as XYZ:
```
13
Properties=species:S:1:pos:R:3:forces:R:3
C -1.0159 1.1842 -0.6580 0.11 -0.25 -0.23
C -0.0489 0.1018 -1.0909 0.60 -0.39 0.10
N 0.5290 -0.6964 0.0079 -0.21 -0.39 0.21
C 0.5335 -0.3974 1.3400 0.27 0.08 -0.25
O 0.2701 0.6597 1.8371 -0.20 0.05 0.16
O 0.9159 -1.4762 2.1166 0.04 0.28 0.00
H -1.4488 1.6418 -1.5444 -0.01 0.05 -0.10
H -0.5068 1.9378 -0.0720 -0.15 0.10 0.14
H -1.8211 0.7302 -0.0853 -0.05 0.17 0.18
H 0.7925 0.4877 -1.6736 -0.18 0.28 -0.01
H -0.5488 -0.6266 -1.7301 -0.12 0.08 -0.06
H 0.6425 -1.6803 -0.1790 -0.12 0.14 -0.12
H 1.7069 -1.8663 1.7318 0.01 -0.20 -0.02
```
Forces are in eV/Å.

For each atom in turn, the natural (NBO) charge in e is: -0.6178, -0.2006, -0.6496, 0.8780, -0.6060, -0.7120, 0.2107, 0.2379, 0.2136, 0.1880, 0.1910, 0.3883, 0.4784

2.
# C20H25FN5O5

2 unconnected molecules or ions with the total composition C20H25FN5O5 at a distorted geometry (the ωB97M-V functional and the def2-TZVPD basis, the OMol25 dataset).

The net charge is -1. For the gap between HOMO and LUMO, the calculation gives 7.94 eV. The spin multiplicity is 1. As for the LUMO energy: 2.7 eV.

Geometry as XYZ:
```
56
Properties=species:S:1:pos:R:3:forces:R:3
O 2.2304 -5.9363 -1.7365 0.83 -0.79 -0.28
O -4.1538 3.2730 -0.9445 -0.27 -0.13 -0.42
O -1.8406 -0.0582 1.1371 0.14 0.65 -0.01
O -0.7265 4.3778 3.0714 -0.03 -0.17 -0.52
O 0.3014 -0.4320 1.6120 0.75 0.12 0.07
F 2.7933 0.9378 0.8559 0.32 -0.55 -0.39
N 0.3486 -2.8717 -0.1501 -1.11 -0.06 -0.27
C 1.6062 -4.9988 -1.2664 -0.73 -2.18 -0.92
C -3.5989 3.2807 0.1447 -1.18 0.65 -0.34
C -0.6668 0.3165 1.3553 -0.83 -1.07 -0.09
C -1.0395 4.1351 1.9071 -0.29 -0.07 1.22
C 1.6209 -2.8142 -0.3973 -1.01 0.32 0.30
C 0.1944 -5.0773 -1.0145 -0.33 1.26 0.34
C -0.4097 -3.9857 -0.4489 1.29 -0.39 0.21
C 5.8910 0.2726 -0.9336 -0.21 -0.26 -0.02
C 5.6605 -1.0198 -1.4040 -0.42 0.32 0.30
C 4.9083 0.9090 -0.1754 -0.45 -0.40 0.07
C 4.4542 -1.6697 -1.1154 0.41 0.58 0.13
C 3.7059 0.2605 0.1243 0.93 0.20 -0.34
C 3.4554 -1.0520 -0.3329 -0.75 -0.56 0.08
N 2.2848 -3.8534 -0.9901 0.10 1.77 1.14
N 2.2221 -1.6504 0.0087 0.95 0.36 -0.18
N -0.9752 5.0651 0.9427 -0.19 0.44 -0.93
N -2.3966 2.7329 0.2989 1.69 -0.09 0.89
C -4.2811 3.9494 1.3221 0.24 -0.29 -0.05
C -0.5205 6.4409 1.1319 0.01 -0.58 0.18
C -2.9290 -4.1849 -2.3598 0.03 0.30 0.07
C -1.8650 -3.9830 -0.0610 0.14 0.62 0.22
C -2.7505 -3.3088 -1.1171 -0.03 -0.17 -0.18
C -0.3487 1.8127 1.3234 -0.16 0.51 0.26
C -1.5603 2.7398 1.5157 -0.18 -0.20 -0.53
H -0.3460 -5.9832 -1.2479 0.23 -0.04 -0.05
H 6.8216 0.7846 -1.1597 -0.14 -0.06 0.05
H 6.4148 -1.5208 -2.0033 -0.15 0.01 0.07
H 5.0609 1.9174 0.1947 -0.10 -0.10 0.00
H 4.3267 -2.6564 -1.5333 -0.12 0.12 0.02
H 3.2723 -3.9357 -0.8252 0.13 -0.26 -0.34
H 1.5503 -1.0937 0.5761 -0.17 0.16 0.12
H -1.2627 4.7706 0.0204 0.02 0.07 0.09
H -2.1083 2.1069 -0.4384 -0.06 -0.06 0.03
H -5.2756 4.2668 1.0154 0.13 -0.04 -0.08
H -4.3655 3.2318 2.1362 0.05 0.10 0.22
H -3.7057 4.8131 1.6451 0.05 0.05 0.22
H 0.5609 6.4895 0.9966 0.03 0.19 0.05
H -1.0081 7.0982 0.4111 0.01 -0.13 0.00
H -0.7630 6.7766 2.1425 0.03 -0.15 -0.11
H -3.3640 -5.1508 -2.0871 0.03 0.01 -0.08
H -3.5972 -3.6912 -3.0715 0.07 -0.12 -0.02
H -1.9681 -4.3587 -2.8526 -0.11 -0.06 0.00
H -1.9628 -3.4367 0.8835 0.12 0.04 -0.15
H -2.2108 -5.0053 0.1133 0.10 -0.04 -0.12
H -2.3175 -2.3421 -1.3968 -0.08 -0.09 0.17
H -3.7336 -3.1121 -0.6786 0.12 0.07 0.01
H 0.1389 2.0545 0.3768 0.13 0.01 -0.09
H 0.3672 2.0138 2.1229 -0.02 0.02 -0.11
H -2.1394 2.3548 2.3562 0.04 0.14 0.08
```
Forces are in eV/Å.

For each atom in turn, the natural (NBO) charge in e is: -0.6628, -0.6554, -0.7609, -0.6546, -0.7903, -0.3043, -0.5199, 0.6146, 0.6788, 0.7717, 0.6672, 0.6209, -0.4150, 0.2955, -0.2440, -0.2265, -0.2640, -0.2118, 0.3716, 0.0963, -0.6010, -0.6112, -0.6234, -0.6132, -0.7169, -0.4122, -0.6113, -0.4494, -0.3809, -0.5107, -0.1338, 0.2233, 0.2094, 0.2100, 0.2244, 0.1978, 0.4138, 0.4968, 0.4063, 0.4238, 0.2331, 0.2294, 0.2252, 0.1923, 0.1968, 0.2227, 0.1894, 0.2028, 0.2066, 0.2552, 0.1947, 0.2237, 0.2019, 0.2027, 0.2401, 0.2344

3.
# C31H38F6MgN4OP2

A molecular structure, C31H38F6MgN4OP2 at a distorted geometry (the ωB97M-V functional and the def2-TZVPD basis, the OMol25 dataset).

The net charge is 0. For the gap between HOMO and LUMO, the calculation gives 7.31 eV. The spin multiplicity is 1. As for the LUMO energy: -1.0 eV.

Geometry as XYZ:
```
83
Properties=species:S:1:pos:R:3:forces:R:3
Mg -1.2307 2.1034 -0.4119 0.78 -0.14 0.06
C 2.3088 -1.4259 -1.0153 -0.42 0.64 -0.19
C 1.5958 -1.5269 -2.1443 0.38 1.05 0.36
C 0.6729 -2.5991 -2.6190 -0.38 -0.33 -0.70
C -0.7528 -2.7147 -2.0339 0.03 -0.16 -0.31
C -0.9073 -2.8929 -0.5608 0.03 -0.75 0.34
C 0.0665 -3.1375 0.3237 -0.56 0.06 0.38
C 1.4689 -3.6105 0.0804 0.80 0.46 0.25
C 2.5063 -2.4637 0.0357 -0.05 -0.26 0.35
C -2.1220 0.6050 0.5748 -0.84 0.14 0.15
H 2.7327 -0.4383 -0.7536 0.12 -0.76 -0.62
H 1.6894 -0.6966 -2.8671 -0.22 -0.15 0.67
H 1.1512 -3.5899 -2.5948 -0.22 0.35 -0.25
H 0.4586 -2.3140 -3.6646 0.23 -0.43 0.34
H -1.3332 -1.8197 -2.3081 0.19 -0.04 0.07
H -1.2502 -3.5299 -2.5963 0.10 0.16 0.24
H -1.9556 -2.9369 -0.2211 0.55 0.78 0.10
H -0.1589 -2.9939 1.3914 -0.22 -0.45 -0.42
H 1.5664 -4.2413 -0.8148 -0.14 0.16 0.47
H 1.7661 -4.2043 0.9665 -0.26 -0.06 -0.55
H 2.5409 -1.9621 1.0167 -0.07 -0.18 -0.24
H 3.5028 -2.9141 -0.0967 -0.12 0.13 0.02
H -1.8469 1.0003 1.5749 -0.34 -0.56 -0.40
H -1.6227 -0.3424 0.3665 -0.09 0.09 0.07
H -3.2054 0.5498 0.4523 0.11 -0.32 0.33
P -3.2459 -5.4623 -4.7839 -1.92 -3.62 -0.67
P -0.9880 -3.9104 -6.6618 2.17 -1.76 -2.46
N -3.2192 -6.8254 -3.6598 0.60 0.05 0.91
N -4.8541 -5.9753 -5.4827 -0.21 1.30 -0.25
N 0.5540 -4.7693 -6.3925 0.15 0.21 1.19
N -0.5076 -3.3498 -8.2925 -0.77 0.68 -0.55
C -2.2860 -6.3735 -6.0941 0.54 0.46 -0.26
C -1.8747 -5.4496 -7.2488 -0.34 0.27 0.06
C -2.9288 -6.6606 -2.2998 -0.13 -1.23 -0.29
C -2.9005 -7.9115 -1.6940 -0.20 0.70 -0.84
C -3.1895 -8.8845 -2.7070 0.00 1.28 -0.87
C -3.3599 -8.1976 -3.9061 0.31 0.14 1.16
C -5.9495 -5.1089 -5.4244 -0.30 -0.91 -0.58
C -7.0296 -5.6976 -6.0753 0.76 0.22 0.45
C -6.5971 -6.9732 -6.5497 1.14 0.36 0.49
C -5.2589 -7.1065 -6.1920 -0.64 0.36 -0.14
C 1.3199 -4.4033 -5.2816 0.68 -1.49 -0.54
C 2.3389 -5.3366 -5.0951 -1.12 0.70 -0.91
C 2.2323 -6.2863 -6.1654 -1.18 0.87 -0.15
C 1.1196 -5.9329 -6.9255 0.50 0.03 0.77
C 0.3359 -3.9280 -9.2484 -0.56 1.03 -0.63
C 0.2466 -3.1978 -10.4360 -0.57 -0.23 1.64
C -0.7132 -2.1513 -10.2186 0.01 -0.70 1.08
C -1.1746 -2.2782 -8.9114 1.08 -0.64 -0.73
H -2.8671 -7.2005 -6.5301 0.31 0.36 0.48
H -1.3975 -6.7995 -5.5984 -0.19 0.19 -0.18
H -1.2556 -6.0188 -7.9615 -0.23 0.50 0.19
H -2.7573 -5.0864 -7.8030 0.15 -0.17 0.16
H -2.7641 -5.6692 -1.9093 -0.01 -0.04 0.10
H -2.7017 -8.1159 -0.6549 -0.02 0.09 0.00
H -3.2758 -9.9512 -2.5881 0.06 -0.02 0.02
H -3.5412 -8.5776 -4.8988 -0.02 0.04 0.31
H -5.8454 -4.1528 -4.9305 -0.10 -0.11 -0.05
H -8.0134 -5.2653 -6.2051 0.18 -0.03 0.10
H -7.1775 -7.7175 -7.0813 0.12 0.19 0.07
H -4.5812 -7.9174 -6.4302 -0.36 0.24 0.13
H 1.0753 -3.5118 -4.7474 0.02 -0.05 0.03
H 3.0625 -5.3273 -4.3037 0.18 0.07 0.07
H 2.8991 -7.1065 -6.3709 -0.07 -0.08 0.02
H 0.7035 -6.4178 -7.7976 0.13 0.04 0.24
H 0.9276 -4.7939 -9.0212 0.10 0.15 0.00
H 0.8039 -3.3963 -11.3346 0.03 -0.01 -0.03
H -1.0161 -1.4090 -10.9356 -0.08 0.07 0.02
H -1.9097 -1.7214 -8.3605 -0.04 0.18 0.04
C 1.9644 3.9578 0.3846 0.08 0.44 0.03
C 1.2758 2.6778 0.8294 0.72 -0.88 -0.42
O 0.6273 2.0586 -0.2110 -0.02 0.76 0.51
C 2.4114 1.6961 1.2867 0.59 -0.80 0.13
F 3.1175 2.1333 2.3714 -0.64 -0.13 -0.65
F 1.9418 0.4574 1.5927 0.37 1.00 -0.27
F 3.3303 1.5337 0.2801 -0.90 0.26 0.87
C 0.3268 2.9519 2.0444 -0.26 0.05 0.62
F 0.7380 3.9658 2.8477 -0.53 -0.97 -0.77
F -0.9374 3.3469 1.5218 1.12 -0.13 0.47
F 0.0861 1.8722 2.8283 0.11 1.20 -0.79
H 2.4993 3.7430 -0.5466 -0.15 0.00 0.27
H 2.6707 4.3258 1.1389 -0.22 0.06 -0.21
H 1.2034 4.7168 0.1767 0.16 0.00 0.08
```
Forces are in eV/Å.

For each atom in turn, the Mulliken charge in e is: 0.7347, -0.4813, -0.8313, -0.1283, 0.2009, -0.7071, -0.3039, -0.8756, -0.4418, -0.9347, 0.2243, 0.3483, 0.3287, 0.4230, 0.3105, -0.3327, 0.5440, 0.3386, 0.3398, 0.4106, 0.2521, 0.3433, 0.1937, -0.0199, 0.3946, 0.0068, -0.1777, 0.4256, 0.3231, 0.4568, 0.3065, -0.5218, -1.2150, -0.4110, -0.6116, -0.6680, -0.1163, -0.4430, -0.6423, -0.6951, -0.0571, -0.2750, -0.6838, -1.0355, -0.1004, -0.1153, -0.6285, -0.5559, -0.4504, 0.2480, 0.5448, 0.4387, 0.5431, 0.3686, 0.4167, 0.4332, 0.2314, 0.3815, 0.3970, 0.4241, 0.2352, 0.3130, 0.4810, 0.4406, 0.4655, 0.3294, 0.4459, 0.4128, 0.3563, -1.8771, 1.7759, -0.8650, 0.5712, -0.2891, -0.2233, -0.2955, 0.4738, -0.2709, -0.3235, -0.2249, 0.4454, 0.3583, 0.3921

4.
# C6H14O

2 unconnected molecules or ions with the total composition C6H14O at a distorted geometry (the ωB97M-V functional and the def2-TZVPD basis, the OMol25 dataset).

The net charge is 0. For the gap between HOMO and LUMO, the calculation gives 9.88 eV. For the energy above the lowest of the compared OMol25 structures with the same formula, charge and spin, the calculation gives 2.902 eV. The spin multiplicity is 1. The SMILES is C/C=C/CCC.O. As for the LUMO energy: 0.8 eV.

Geometry as XYZ:
```
21
Properties=species:S:1:pos:R:3:forces:R:3
C -1.4577 2.0756 0.6919 0.67 0.19 -1.09
C -0.8608 0.6692 0.4466 -1.65 0.72 0.36
C -0.9044 -0.0813 -0.6187 -0.68 0.12 -2.78
C -0.4125 -1.5099 -0.5335 2.34 1.02 -0.36
C -0.4726 -2.5495 -1.6766 -0.08 0.63 -0.06
C -1.9375 -2.8169 -2.0989 -0.86 -0.58 0.19
H -0.9010 2.9625 0.1709 -0.86 -1.83 0.77
H -2.5558 2.1252 0.3538 1.61 -0.04 0.88
H -1.2766 2.1871 1.7642 -0.78 0.62 -0.10
H -0.7963 -0.0564 1.2337 0.85 0.75 1.68
H -1.3632 0.3337 -1.5213 0.53 -0.19 -0.30
H -0.8962 -1.8360 0.3524 -0.31 -1.10 0.85
H 0.6884 -1.3131 -0.2658 -1.36 -0.93 -0.27
H -0.2959 -3.5231 -1.1498 1.36 0.85 -1.00
H 0.2671 -2.1940 -2.5191 -1.45 -1.24 1.54
H -2.0856 -3.2682 -3.1470 0.26 0.70 1.69
H -2.2947 -3.5580 -1.2971 0.03 0.89 -1.45
H -2.5795 -1.9153 -1.9524 0.41 -0.58 -0.53
O 5.0262 3.5140 3.2032 -0.86 0.91 -3.51
H 5.8011 3.3497 2.5982 -0.93 0.13 1.14
H 4.3523 3.8704 2.4882 1.80 -1.04 2.37
```
Forces are in eV/Å.

For each atom in turn, the natural (NBO) charge in e is: -0.6539, -0.2191, -0.1619, -0.4442, -0.4075, -0.6189, 0.2178, 0.2220, 0.2215, 0.1814, 0.1880, 0.2036, 0.2200, 0.2170, 0.2106, 0.2194, 0.2003, 0.2039, -0.9326, 0.4661, 0.4665

5.
# C2H8BrMnO2

A molecular structure, C2H8BrMnO2 at a distorted geometry (the ωB97M-V functional and the def2-TZVPD basis, the OMol25 dataset).

The net charge is +1. Its expectation value of S² is 8.77. For the gap between HOMO and LUMO (spin up / spin down), the calculation gives 3.82 / 3.98 eV. For the energy above the lowest of the compared OMol25 structures with the same formula, charge and spin, the calculation gives 3.159 eV. The spin multiplicity is 6. As for the LUMO energy (spin up / spin down): -8.8 / -8.6 eV.

Geometry as XYZ:
```
14
Properties=species:S:1:pos:R:3:forces:R:3
Mn 2.9895 18.2293 8.3173 -0.34 2.87 -0.86
Br 2.6666 20.8842 7.5157 0.38 -3.03 0.89
C 4.8035 23.1926 9.9427 0.84 -0.94 0.25
O 5.0441 23.0773 8.5398 -0.75 0.34 0.34
H 5.6727 23.6657 10.3941 -0.12 0.24 -0.07
H 3.8865 23.6996 10.2440 0.02 0.22 -0.33
H 4.7842 22.1702 10.3456 -0.18 0.11 0.30
H 4.2009 22.7494 8.2088 0.33 0.14 -0.41
C 0.6884 22.2595 4.4093 0.90 -0.27 0.10
O 0.1006 22.1160 5.6877 -0.64 0.33 0.10
H 1.5425 22.9455 4.4133 -0.03 0.05 0.12
H 1.0603 21.2853 4.0758 -0.12 0.07 -0.35
H -0.0223 22.6657 3.6958 -0.29 -0.19 0.21
H 0.7364 21.7857 6.3267 0.02 0.06 -0.29
```
Forces are in eV/Å.

For each atom in turn, the natural (NBO) charge in e is: 1.5499, -0.5364, -0.2549, -0.7091, 0.1982, 0.1746, 0.1376, 0.4472, -0.2483, -0.7231, 0.1624, 0.1517, 0.1998, 0.4504